Entry 1:
{
  "formula": "C46H51F3N8NiO3",
  "method": "wB97M-V/def2-TZVPD",
  "orbital_gap_ev": [8.3609, 8.2895],
  "e_homo_ev": [-7.842, -7.763],
  "multiplicity": 3,
  "s2": 2.00,
  "charge": 0,
  "species": ["H", "H", "N", "C", "H", "H", "C", "C", "H", "H", "C", "N", "H", "H", "C", "H", "H", "C", "C", "H", "C", "C", "C", "C", "O", "C", "H", "N", "C", "C", "O", "H", "C", "C", "C", "N", "H", "H", "H", "C", "F", "H", "H", "C", "H", "C", "H", "N", "H", "N", "H", "C", "C", "H", "C", "C", "C", "C", "C", "H", "C", "H", "H", "C", "C", "C", "C", "H", "H", "H", "H", "H", "H", "C", "C", "O", "H", "N", "H", "C", "H", "C", "C", "Ni", "H", "H", "H", "H", "H", "C", "H", "C", "N", "F", "H", "C", "H", "H", "C", "H", "H", "C", "C", "H", "C", "H", "H", "C", "C", "H", "F", "H"],
  "xyz": [[1.9452, 6.0482, 3.0979], [1.9791, -6.8745, 2.9294], [1.3309, 3.0652, 1.7453], [-2.4766, -0.7666, 2.8510], [-1.3510, 5.9060, -3.0906], [-2.1603, 2.0351, -4.7199], [2.5397, 0.1957, 5.1192], [0.3054, 3.1435, -2.7280], [3.1183, 0.7084, 5.8740], [1.9965, 2.0072, 4.1453], [-3.6481, -0.6259, -2.8943], [1.9656, -2.6040, -5.8350], [-0.5845, -0.1700, -2.1822], [0.3553, -1.6909, -2.3603], [7.1814, -2.1130, 1.3386], [-2.8320, 5.5559, 0.3398], [-1.8423, 0.8358, -0.3998], [-1.7432, 3.8188, 0.8504], [2.7738, 5.3722, 1.2235], [6.3389, -2.2064, -0.6204], [1.2024, -1.6369, -5.3352], [2.0291, 5.2446, 2.3795], [2.4210, -1.1868, 5.0979], [-3.3721, 3.8234, -0.8702], [0.3595, 0.3579, 0.2984], [-1.1608, 4.8439, -3.2007], [-0.8566, -1.4697, -1.1203], [-3.7342, -1.3440, -4.0088], [1.7303, -1.7384, 4.0315], [0.0636, -4.0535, -5.7839], [-1.9870, 0.5515, 2.6911], [3.2807, 6.2980, 0.9831], [2.8537, 4.2830, 0.3699], [-2.3874, -1.4677, 1.5096], [-3.3075, 2.0403, 4.1338], [-1.4548, 2.5357, 0.6354], [1.6614, -0.6607, -5.2116], [2.0250, 2.3346, -0.0327], [-1.1865, 4.2744, 1.6587], [0.2944, -5.8964, 2.0254], [-3.7266, 2.8883, 3.1853], [0.4736, -1.2992, 2.3144], [-2.7360, -0.0501, -2.7638], [-5.9174, -2.0277, -3.3294], [-1.3995, -1.3172, 1.0632], [0.8763, -3.9918, 0.7158], [-3.0960, -1.0570, 0.7853], [2.5965, -5.3364, 1.7121], [3.9985, -0.3444, 2.4423], [5.8227, -1.0837, 3.0224], [2.9763, -1.8190, 5.7770], [1.6471, -6.0911, 2.2570], [-1.5800, 2.6688, -4.0557], [-1.8188, -1.2980, 3.5550], [-2.7135, 4.4998, 0.1390], [-4.8427, -2.0546, -4.1958], [-0.1015, -4.8127, 1.2500], [-5.7993, -1.3123, -2.1462], [-0.0433, -0.9619, -1.6529], [7.6804, -1.8933, 3.4077], [-0.7218, -3.0386, -5.2603], [1.6571, -2.8179, 3.9743], [-3.5020, -0.8309, 3.2075], [-2.0021, 3.9770, -3.8916], [-2.1434, 1.8706, -0.2836], [-3.0926, 2.4818, -1.0768], [-1.9242, 1.4771, 3.8221], [4.2674, -1.1539, -0.0033], [-0.3527, -5.0362, -5.9650], [1.8448, -0.8639, -0.5127], [1.1704, 2.8723, -2.1350], [-0.7867, -0.9768, -4.7565], [-4.8801, -2.5804, -5.1436], [4.9970, -1.2754, 0.7856], [1.3882, -3.7721, -6.0930], [-1.0121, 2.3640, 3.5130], [1.9995, -4.5300, -6.5709], [-0.0885, 4.4026, -2.5512], [0.5363, -3.1462, 0.1310], [1.3589, 4.0638, 2.6227], [-6.5814, -1.3104, -1.3974], [4.8927, -0.8518, 2.0922], [6.1847, -1.9015, 0.4086], [-0.0962, 1.5328, 1.8564], [-0.4229, -6.4966, 2.5714], [-2.9503, 4.3243, -4.2806], [0.6845, 3.9921, 3.4714], [-2.5706, -2.5387, 1.6078], [3.4360, 4.2699, -0.5403], [2.0674, 3.1807, 0.6464], [8.1206, -2.5938, 1.1048], [-4.6475, -0.5798, -1.9298], [1.1621, 0.4020, 3.1650], [-4.2468, 1.0937, 4.2726], [1.3844, 0.5624, -1.4414], [2.2049, -4.2949, 0.9985], [-4.0259, 4.3592, -1.5470], [-1.7528, -3.1902, -4.9669], [0.9737, -0.2311, -0.7763], [-1.1511, -4.6827, 1.0155], [0.0373, 1.2756, -3.7725], [-0.1575, -1.7819, -5.1148], [1.0883, -0.9308, 3.1293], [-6.8073, -2.6048, -3.5423], [-0.3618, 2.2569, -3.5586], [-4.4748, 0.0077, -1.0369], [-3.5863, 2.0485, -1.9364], [1.9096, 0.9279, 4.1326], [6.9330, -1.6958, 2.6442], [2.9662, -3.6830, 0.5223], [-3.2865, 2.7188, 5.2876], [-1.6022, 0.8483, 4.6849]],
  "lowdin_spin": [0.00, 0.00, 0.04, 0.00, 0.00, 0.00, 0.00, 0.00, 0.00, 0.00, 0.00, 0.00, 0.00, 0.00, 0.00, 0.00, 0.00, 0.00, 0.00, 0.00, 0.00, 0.00, 0.00, 0.00, 0.03, 0.00, 0.00, 0.00, 0.00, 0.00, 0.02, 0.00, 0.00, 0.00, 0.00, 0.04, 0.00, 0.00, 0.00, 0.00, 0.00, 0.00, 0.00, 0.00, 0.00, 0.00, 0.00, 0.00, 0.00, 0.00, 0.00, 0.00, 0.00, 0.00, 0.00, 0.00, 0.00, 0.00, 0.00, 0.00, 0.00, 0.00, 0.00, 0.00, 0.00, 0.00, 0.01, 0.00, 0.00, 0.00, 0.00, 0.00, 0.00, 0.00, 0.00, 0.04, 0.00, 0.00, 0.00, 0.00, 0.00, 0.00, 0.00, 1.75, 0.00, 0.00, 0.00, 0.00, 0.00, 0.00, 0.00, 0.00, 0.03, 0.00, 0.00, 0.00, 0.00, 0.00, 0.01, 0.00, 0.00, 0.00, 0.00, 0.00, 0.00, 0.00, 0.00, 0.00, 0.00, 0.00, 0.00, 0.00]
}



Entry 2:
{
  "formula": "C7H24O7",
  "method": "wB97M-V/def2-TZVPD",
  "orbital_gap_ev": [9.1784, 5.7454],
  "e_homo_ev": [-13.311, -13.311],
  "multiplicity": 2,
  "s2": 0.77,
  "charge": 1,
  "species": ["H", "C", "O", "H", "H", "C", "H", "O", "H", "H", "C", "H", "H", "H", "O", "C", "H", "H", "C", "H", "H", "O", "H", "H", "H", "O", "C", "O", "H", "H", "O", "H", "H", "H", "H", "C", "H", "H"],
  "xyz": [[-3.5903, -0.8895, -1.8725], [0.0890, -1.5972, 1.3361], [0.2110, 1.1041, -3.1415], [-1.9464, -1.0516, 1.0995], [-0.5766, 1.6549, -3.0447], [-0.7407, 0.5751, 0.4463], [-2.1312, -0.8078, -2.3754], [1.4534, -1.4854, -0.6006], [-0.0709, 0.1695, -3.1180], [2.4449, -3.6504, 0.2666], [-1.8510, 1.4799, 0.0590], [0.1159, -1.5388, -1.8314], [2.4204, 2.2495, 2.0639], [2.8444, 1.0727, -1.5787], [-2.9703, -0.3140, -2.3339], [1.2173, -1.9441, 0.6270], [1.5039, 0.2633, 2.8845], [3.1822, -2.4515, 1.2392], [-0.9324, -0.6817, 0.9206], [-0.2014, -2.1423, -3.2311], [-2.7210, 1.5906, 2.0805], [-0.4891, -1.4639, -2.5950], [-3.5647, 0.5224, 0.9938], [0.2553, 0.9962, 0.3007], [-1.4984, 2.5224, -0.0240], [1.8227, 1.0308, 3.3615], [2.2292, -2.9357, 1.0669], [2.5002, 2.8194, 1.2727], [1.9597, -3.4542, 1.9782], [-0.1387, -2.1115, 2.2666], [1.9861, 1.0536, -1.1260], [1.3227, 1.2358, -1.8534], [2.2745, 2.3167, 0.4789], [1.6201, -0.4809, -0.6946], [1.0015, 1.3884, 3.7252], [-3.0287, 1.4806, 1.0507], [-2.2602, 1.2206, -0.9191], [-3.7423, 2.2537, 0.8214]],
  "lowdin_spin": [0.00, 0.20, 0.00, 0.00, 0.00, 0.23, 0.00, 0.07, 0.00, 0.01, 0.05, 0.00, 0.00, 0.00, 0.00, 0.21, 0.00, 0.01, 0.12, 0.00, 0.00, 0.00, 0.00, 0.01, 0.00, 0.00, 0.03, 0.00, 0.00, 0.01, 0.00, 0.00, 0.00, 0.01, 0.00, 0.01, 0.02, 0.00]
}



Entry 3:
{
  "formula": "C36H30ClHgIN5O4",
  "method": "wB97M-V/def2-TZVPD",
  "orbital_gap_ev": [3.3894, 5.1674],
  "e_homo_ev": [0.615, -1.164],
  "multiplicity": 2,
  "s2": 0.77,
  "charge": -2,
  "species": ["C", "N", "H", "H", "C", "H", "O", "H", "C", "H", "C", "C", "H", "C", "O", "C", "H", "C", "H", "C", "H", "N", "C", "H", "C", "H", "H", "C", "H", "H", "H", "C", "C", "C", "H", "N", "H", "C", "C", "H", "C", "C", "C", "C", "C", "N", "C", "H", "Cl", "H", "O", "H", "H", "C", "H", "H", "C", "C", "C", "H", "N", "O", "H", "C", "C", "C", "C", "I", "H", "H", "C", "C", "C", "Hg", "H", "C", "H", "C"],
  "xyz": [[-0.8746, 2.8354, 3.4933], [1.4522, 0.0306, 2.6886], [1.8781, -0.5446, 3.3902], [1.1793, -4.9257, -4.0299], [0.8412, 2.9475, 5.6696], [-5.4752, -0.7495, -1.4719], [2.9605, -0.6239, 1.0911], [-0.0373, -5.9165, -0.6257], [0.8247, -4.4283, -1.9485], [-2.4031, 2.2405, -1.1186], [-3.1954, -1.2204, 3.1911], [-3.9091, -2.6024, -2.6200], [2.5251, -4.2345, -0.6177], [5.0972, 2.5877, -2.7396], [-1.0148, 1.5690, 0.8099], [0.7474, -2.9700, -2.1697], [2.9674, -4.4730, -2.3037], [-0.6178, -1.3343, 4.1615], [-1.9285, -3.1393, -2.8379], [1.7324, 5.1736, -2.6247], [-4.7682, 1.5625, -0.7480], [1.4531, 2.3767, -2.3800], [2.2614, -4.7709, -1.5285], [0.5849, -6.2836, -3.0546], [-0.1048, 3.9470, 5.4912], [-1.4792, -1.2699, -2.9563], [0.3893, -1.3981, 4.5545], [2.7168, 2.9310, -2.5546], [-1.2972, -2.9581, 5.3807], [1.5245, 2.9859, 6.5097], [-2.4890, 0.4051, 1.9692], [-0.9327, -0.3796, 3.1979], [2.8818, 4.3286, -2.6529], [4.2060, 4.7983, -2.7902], [-0.5941, 2.7097, -2.3317], [-1.8742, 0.5167, -2.0936], [-0.5173, -5.0053, -3.5788], [0.9252, 1.9016, 4.7628], [-3.5385, -1.1932, -2.2583], [1.6869, 1.1446, 4.8993], [-0.9557, 3.8854, 4.3976], [0.3657, 3.2009, -2.4096], [-2.2406, -0.3283, 2.7230], [0.1451, 0.6143, 2.7377], [5.2899, 3.9621, -2.8257], [-2.8853, -3.3918, -3.0397], [-1.5724, -2.2219, 4.6347], [-1.1696, -4.6288, -1.0709], [4.4986, 6.5385, -2.9181], [-4.2024, -1.1741, 2.7937], [-5.0601, -3.0033, -2.5542], [-3.0938, -4.3737, -3.1079], [2.3579, -5.8467, -1.3523], [3.8245, 1.9932, -2.6358], [-1.5290, 2.7921, 2.6351], [0.1077, -4.2975, 0.0920], [0.4948, -5.2080, -3.2294], [0.4733, 4.5539, -2.5345], [-0.1291, -4.8441, -0.8206], [-3.6188, -2.8663, 4.5074], [1.0570, 0.5990, 0.5294], [3.6460, 0.7286, -2.6187], [-0.1679, 4.7724, 6.1901], [-4.0835, 0.8935, -1.2523], [0.0715, 1.8304, 3.6664], [-2.2601, -0.6911, -2.4791], [-2.8707, -2.1698, 4.1483], [6.7516, 1.3195, -2.8476], [6.2851, 4.3743, -2.9217], [-0.4358, 5.1439, -2.5591], [1.9330, -0.0488, 1.3816], [0.9570, -1.7736, -2.1798], [-0.0067, 0.9952, 1.2228], [1.3313, 0.2766, -1.9410], [1.8374, 6.2446, -2.7001], [-2.7679, 1.2853, -1.4786], [-1.6879, 4.6678, 4.2369], [-4.4750, -0.3744, -1.6454]],
  "lowdin_spin": [0.00, 0.00, 0.00, 0.00, 0.00, 0.00, 0.00, 0.00, 0.00, 0.00, 0.00, 0.00, 0.00, 0.01, 0.00, 0.00, 0.00, 0.00, 0.00, 0.28, 0.00, 0.22, 0.00, 0.00, 0.00, 0.00, 0.00, 0.07, 0.00, 0.00, 0.00, 0.00, 0.04, 0.02, 0.01, 0.00, 0.00, 0.00, 0.00, 0.00, 0.00, 0.13, 0.00, 0.00, 0.03, 0.00, 0.00, 0.00, 0.00, 0.00, 0.00, 0.00, 0.00, 0.04, 0.00, 0.00, 0.00, 0.08, 0.00, 0.00, 0.00, 0.03, 0.00, 0.00, 0.00, 0.00, 0.00, 0.00, 0.00, 0.00, 0.00, 0.00, 0.00, 0.01, 0.02, 0.00, 0.00, 0.00]
}



| no. | electronic energy (eV) |
| --- | --- |
| 1 | -115788.0242 |
| 2 | -21972.9252 |
| 3 | -78259.3960 |